Entry 1:
# C14H19B3BrNO5Pd

C14H19B3BrNO5Pd as an isolated structure (ωB97M-V/def2-TZVPD, OMol25).

Last column: Mulliken charge in e.
Atoms and positions in Å:
C: 1.168 1.060 0.269  -1.804
C: -0.211 1.568 -0.131  0.639
C: -0.673 1.018 -1.478  -1.256
B: -0.655 -0.542 -1.614  0.600
O: -0.493 -1.404 -0.553  -0.582
B: -0.188 -2.728 -0.828  0.112
C: -0.533 -3.895 0.151  -0.354
C: 0.707 -4.717 0.354  -0.178
N: 1.771 -4.159 0.741  -0.536
O: 0.419 -3.021 -2.057  -0.273
B: 0.312 -2.038 -3.003  0.289
C: 1.421 -1.850 -4.120  -0.421
C: 1.994 -3.046 -4.791  0.544
O: 3.065 -3.011 -5.389  -0.800
Br: 1.089 -4.679 -4.724  0.018
O: -0.727 -1.151 -2.874  -0.074
O: -1.168 1.186 0.873  -0.245
C: -1.975 2.190 1.377  -1.125
C: -1.480 2.868 2.589  0.973
C: -2.230 3.978 3.107  -0.471
C: -1.789 4.647 4.199  -0.668
C: -0.591 4.236 4.820  -0.191
C: 0.142 3.121 4.341  -0.727
C: -0.293 2.445 3.245  -0.188
H: 1.690 1.792 0.881  0.490
H: 1.090 0.141 0.843  0.471
H: 1.784 0.881 -0.608  0.325
H: -0.143 2.655 -0.217  0.588
H: -0.014 1.408 -2.257  0.421
H: -1.663 1.403 -1.729  0.329
H: -0.898 -3.515 1.100  0.219
H: -1.300 -4.496 -0.339  0.270
H: 0.655 -5.786 0.144  0.423
H: 2.537 -4.818 0.850  0.252
H: 2.275 -1.375 -3.625  0.345
H: 1.094 -1.146 -4.887  0.383
H: -2.983 1.797 1.581  0.561
H: -2.148 2.983 0.624  0.554
H: -3.144 4.265 2.608  0.461
H: -2.337 5.485 4.598  0.435
H: -0.232 4.778 5.683  0.438
H: 1.048 2.826 4.846  0.443
H: 0.242 1.589 2.870  0.544
Pd: 3.365 -2.943 -7.469  0.768

Computed properties:
- 2S+1 = 1
- Kohn-Sham gap (eV) = 1.11
- net charge = +2
- max |F| (hartree/bohr) = 0.0275
- energy (eV) = -102090.24667

Entry 2:
# C14H19BFN3O2

C14H19BFN3O2 in the gas phase (ωB97M-V/def2-TZVPD, OMol25).

Last column: Mulliken charge in e.
Atoms and positions in Å:
N: -2.567 -1.196 -1.831  -0.399
C: -2.726 -0.666 -3.181  -0.740
C: -2.086 0.700 -3.346  -0.572
C: -0.557 0.718 -3.283  -1.209
C: 0.034 0.448 -1.924  0.936
C: 1.013 -0.563 -1.779  -1.001
C: 1.574 -0.869 -0.579  0.730
C: 2.598 -1.951 -0.405  -1.246
B: 1.967 -3.194 0.338  0.600
O: 2.717 -3.908 1.272  -0.613
O: 0.681 -3.592 0.041  -0.543
C: 1.139 -0.155 0.565  0.472
N: 1.646 -0.483 1.785  -0.402
C: 1.204 0.195 2.807  -0.588
C: 0.235 1.232 2.686  0.648
C: -0.241 1.979 3.903  -0.754
C: 0.263 3.405 3.887  -0.346
F: -0.101 4.030 5.085  -0.303
N: -0.261 1.565 1.524  -0.575
C: 0.176 0.873 0.434  0.352
C: -0.356 1.164 -0.829  -0.590
H: -2.791 -0.509 -1.126  0.173
H: -3.101 -2.039 -1.688  0.219
H: -2.303 -1.381 -3.889  0.333
H: -3.786 -0.559 -3.450  0.383
H: -2.372 1.057 -4.338  0.379
H: -2.521 1.417 -2.645  0.348
H: -0.184 -0.033 -3.982  0.352
H: -0.208 1.690 -3.638  0.381
H: 1.317 -1.117 -2.659  0.258
H: 2.936 -2.262 -1.397  0.465
H: 3.446 -1.597 0.176  0.245
H: 2.617 -3.535 2.154  0.306
H: 0.137 -3.657 0.831  0.282
H: 1.594 -0.052 3.789  0.374
H: -1.330 1.982 3.892  0.291
H: 0.119 1.485 4.804  0.337
H: 1.351 3.450 3.827  0.307
H: -0.179 3.980 3.076  0.264
H: -1.096 1.950 -0.906  0.449

Computed properties:
- SMILES = NCCCc1cc(CB(O)O)c2ncc(CCF)nc2c1
- 2S+1 = 1
- Kohn-Sham gap (eV) = 8.37
- max |F| (hartree/bohr) = 0.0142
- energy (eV) = -26788.37635

Entry 3:
# C14H19Br3F3IN2O3PS

C14H19Br3F3IN2O3PS as an isolated structure (ωB97M-V/def2-TZVPD, OMol25).

Last column: Mulliken charge in e.
Atoms and positions in Å:
C: 3.449 3.106 1.473  -0.918
C: 3.338 2.785 0.015  0.786
O: 2.878 3.518 -0.813  -0.535
O: 3.794 1.523 -0.321  -0.398
C: 2.752 0.708 -0.869  -0.032
C: 3.205 -0.738 -0.779  -0.361
C: 2.283 -1.700 -1.592  -1.768
C: 0.891 -1.178 -1.766  0.951
C: 0.439 -0.582 -2.976  -0.353
I: 1.674 -0.427 -4.634  0.263
C: -0.843 -0.061 -3.007  0.210
S: -1.481 0.757 -4.432  -0.225
C: -1.625 -0.146 -1.819  0.499
C: -3.008 0.450 -1.706  -1.287
C: -3.402 0.715 -0.249  -0.761
C: -2.629 1.854 0.375  0.658
F: -2.574 2.928 -0.430  -0.311
F: -3.203 2.221 1.531  -0.281
F: -1.358 1.520 0.681  -0.103
N: -1.193 -0.753 -0.751  -0.228
N: 0.038 -1.254 -0.744  0.514
P: 0.535 -2.016 0.858  -0.070
C: -1.100 -2.561 1.395  -0.604
O: 0.724 -0.580 1.609  -0.229
H: 4.346 2.666 1.902  0.352
H: 3.428 4.184 1.602  0.337
H: 2.576 2.691 1.984  0.187
H: 2.585 1.017 -1.906  0.150
H: 1.843 0.871 -0.282  0.180
H: 3.181 -1.039 0.268  0.252
H: 4.209 -0.823 -1.185  0.433
H: 2.270 -2.688 -1.136  0.309
H: 2.722 -1.818 -2.577  0.431
H: -2.557 -0.028 -4.601  0.243
H: -3.052 1.385 -2.258  0.605
H: -3.713 -0.273 -2.123  0.522
H: -4.449 1.019 -0.237  0.431
H: -3.309 -0.171 0.374  0.127
H: -1.010 -3.006 2.387  0.361
H: -1.798 -1.727 1.452  0.057
H: -1.476 -3.288 0.672  0.400
H: 0.902 -0.688 2.554  0.142
C: -2.182 -1.621 4.584  -0.296
Br: -0.276 -1.903 4.609  -0.056
Br: -2.635 0.020 3.695  0.044
Br: -3.105 -3.125 3.820  0.003
H: -2.508 -1.537 5.611  0.366

Computed properties:
- 2S+1 = 1
- Kohn-Sham gap (eV) = 8.10
- net charge = +1
- max |F| (hartree/bohr) = 0.0155
- energy (eV) = -270447.49729

Entry 4:
# C14H19ClEuO2S

C14H19ClEuO2S as an isolated structure (ωB97M-V/def2-TZVPD, OMol25).

Last column: Mulliken charge in e.
Atoms and positions in Å:
C: 3.548 -1.652 -0.017  -1.062
C: 4.079 -0.371 -0.671  -0.674
C: 3.589 0.924 0.011  -0.850
C: 2.185 1.364 -0.301  0.195
C: 1.738 2.608 -0.083  0.024
S: 2.746 3.915 0.574  -0.146
C: 0.309 2.957 -0.398  -0.149
O: -0.073 3.981 -0.890  -0.499
C: -0.651 1.813 -0.066  1.795
Cl: -2.307 2.217 0.580  -0.279
C: -0.267 0.578 -0.267  -0.744
C: -1.041 -0.715 -0.001  0.162
C: -1.345 -0.773 1.517  -1.415
C: -2.259 -0.933 -0.953  -0.429
C: -3.323 -1.917 -0.345  -0.534
C: -4.561 -1.259 0.306  -0.751
C: 1.148 0.423 -0.861  -0.038
O: 1.320 -0.375 -1.737  -0.468
H: 3.450 -1.568 1.066  0.312
H: 4.264 -2.447 -0.217  0.363
H: 2.599 -1.994 -0.426  0.250
H: 5.159 -0.384 -0.554  0.421
H: 3.812 -0.326 -1.722  0.377
H: 3.601 0.726 1.090  0.352
H: 4.275 1.753 -0.127  0.572
H: 2.658 3.626 1.891  0.218
H: -0.359 -1.536 -0.204  0.474
H: -1.305 -1.789 1.897  0.396
H: -2.277 -0.293 1.799  0.318
H: -0.568 -0.235 2.059  0.420
H: -2.701 0.011 -1.329  0.215
H: -1.877 -1.429 -1.841  0.289
H: -2.851 -2.632 0.319  0.379
H: -3.698 -2.498 -1.186  0.500
H: -5.296 -2.022 0.543  0.433
H: -4.344 -0.708 1.249  0.196
H: -4.989 -0.552 -0.444  -0.004
Eu: -4.391 1.511 -0.261  1.380

Computed properties:
- <S²> = 15.7596
- 2S+1 = 8
- Kohn-Sham gap (alpha / beta) (eV) = 6.05 / 6.24
- net charge = +2
- max |F| (hartree/bohr) = 0.0842
- energy (eV) = -61588.41132